Molecular formula: C42H80N2O17P2S
Method: DFT, ωB97M-V with the def2-TZVPD basis set

Positions of all 144 atoms, in Å:
H1 2.21875 2.65527 2.25502
C1 1.38407 1.47890 3.86070
H2 -6.45326 0.09424 -3.98810
C2 7.67667 -6.41492 -6.89186
H3 -3.83785 4.49925 -3.61500
O1 -5.35600 2.30980 -1.68918
H4 -2.41120 -3.63219 2.04569
H5 -0.21616 3.79562 -2.36349
C3 -1.32150 -1.90324 -0.18826
H6 -4.84073 0.81824 -3.93940
P1 1.83925 0.43209 8.36874
N1 4.40276 2.79594 6.82276
H7 5.61694 -0.98449 3.00291
C4 -5.70618 0.54606 -3.33509
H8 -5.37591 -0.20039 -2.61188
H9 7.38750 -2.41347 1.82596
H10 7.04360 -0.05468 2.49189
H11 4.05968 -6.36809 -8.38053
H12 5.89179 0.60715 3.65677
C5 -6.03358 -4.64194 2.79889
H13 -6.65059 2.50828 -3.31332
C6 -5.98769 7.63022 -4.22863
H14 -3.15716 1.34436 2.74139
H15 3.73871 -3.41882 -4.74167
C7 4.87027 -8.12312 -7.45504
C8 1.76021 -2.92043 -3.00288
S1 0.94590 1.95734 9.19757
C9 -1.78927 -0.46563 -0.43786
H16 -4.64331 2.22563 3.05882
H17 4.32151 -1.90903 -2.76317
C10 0.58276 0.34229 5.84671
O2 -3.80840 3.78159 -1.17632
O3 -7.25328 4.50342 -5.22944
H18 1.09923 -0.74696 8.59012
H19 2.18105 2.68195 -3.35796
H20 5.11171 -4.41193 -4.33002
H21 5.67606 -2.96871 -2.40026
C11 -4.17148 3.47107 -3.49981
H22 5.80117 -8.48644 -7.01918
H23 -0.66136 -1.98110 0.67586
C12 0.30681 1.06793 4.55764
H24 -2.86821 1.16302 5.05334
C13 -8.32344 6.58913 -5.60050
C14 2.95076 1.04820 5.86764
H25 5.66499 -2.03939 -3.90968
H26 -3.14580 3.49344 5.42648
H27 -3.48874 -4.64454 2.98493
O4 1.71270 -5.07548 -2.00660
H28 -6.98605 -5.02031 2.43136
H29 -1.51653 3.91391 4.97128
C15 -6.81760 8.27078 -3.13649
C16 2.33401 -4.26935 -2.64918
H30 -3.39917 4.39442 3.23148
H31 2.14332 -2.50856 -3.93411
H32 -6.55910 9.32454 -3.03043
H33 -9.12525 6.63785 -4.86511
H34 0.68403 -3.02854 -3.11747
C17 -2.33211 3.22336 4.74382
C18 -1.96431 1.77734 5.06966
C19 -3.33858 -3.63372 2.61315
H35 -4.93032 7.71048 -3.98170
O5 3.67903 1.10710 3.59927
H36 -8.71067 6.14524 -6.51409
H37 2.29368 2.50666 -1.61518
C20 0.85709 1.16616 1.44401
C21 1.28001 2.18233 2.53451
H38 -6.92487 -3.40102 4.31095
H39 1.95460 -2.22155 -2.18892
H40 8.47180 -3.59208 2.54828
H41 6.91394 -4.11569 1.88493
C22 1.59676 2.66645 -2.43910
H42 -1.61102 1.73999 6.09920
H43 1.70790 0.54103 1.18250
C23 -6.28809 1.74724 -2.62044
O6 7.47867 -2.13360 4.56058
C24 6.78120 -3.11240 3.78547
H44 -3.71889 2.53394 1.58985
H45 5.72265 -2.86071 3.70651
H46 3.13737 0.21481 8.85769
H47 1.04397 4.50693 -1.36747
C25 -4.44242 3.22623 -2.03705
C26 -7.22941 5.69442 -5.07055
C27 0.85135 4.02070 -2.32269
H48 0.69584 2.83720 0.07624
O7 -4.24391 -2.33246 0.84613
C28 6.53539 -5.52283 -6.46699
H49 -3.37882 2.80084 -3.83274
C29 7.42272 -3.32012 2.42991
O8 -0.17980 -0.47907 6.28865
H50 -5.24488 -3.79896 4.63402
H51 5.11780 1.12665 5.76449
H52 -3.23661 -2.94822 3.45390
O9 0.67628 1.57825 -2.60056
H53 -0.83214 2.04265 0.43244
H54 -1.94950 3.63047 2.67107
H55 -0.86148 -2.33955 -1.07185
H56 1.07438 4.67654 -3.16001
C30 7.22719 -0.81376 4.47377
C31 1.87195 0.64683 6.55961
H57 5.74825 -6.61648 -8.75878
C32 -3.63296 2.32286 2.65915
O10 7.72735 -0.07458 5.27843
H58 0.09935 0.50852 1.87691
H59 -6.12236 8.11992 -5.19410
H60 3.58428 3.03219 7.37936
H61 -6.63856 7.76937 -2.18539
H62 -6.49497 -5.02775 4.86626
P2 0.30340 0.77601 -1.23347
H63 -2.85215 -0.50453 -0.67210
C33 2.75946 1.20794 4.37979
O11 -5.70619 -3.55112 1.93442
O12 6.69309 -4.62261 -5.68674
H64 4.58691 -8.79229 -8.26783
C34 4.36256 -3.75081 -3.91035
H65 -7.88494 8.19806 -3.34698
O13 3.60308 -4.55010 -2.98977
C35 6.39095 -0.29487 3.33105
H66 -5.04765 3.35060 -4.13309
H67 4.10698 -8.17272 -6.67865
O14 5.29330 -5.78704 -6.90242
C36 -2.83408 3.46590 3.30240
C37 5.04396 -2.59615 -3.20731
N2 -0.99879 1.19693 4.12835
O15 1.27430 -0.32980 -1.06426
H68 -1.05366 1.61534 3.21373
C38 -4.44628 -3.14054 1.71217
H69 -7.14122 1.43909 -2.01778
H70 4.29902 3.32984 5.96424
C39 4.31041 1.36914 6.45277
H71 -2.20132 -2.50785 0.03826
H72 7.77529 -7.22643 -6.17221
O16 -1.15462 0.16186 -1.56774
H73 0.50546 2.95590 2.60843
C40 5.00744 -6.70337 -7.96276
O17 -6.24210 6.22636 -4.33249
H74 -5.31210 -5.45249 2.68891
H75 4.46903 0.77511 7.34958
C41 -6.18053 -4.19400 4.23795
H76 7.56641 -6.82784 -7.89193
H77 -7.99170 7.59610 -5.84321
H78 8.58904 -5.82401 -6.88273
H79 6.84145 -4.03154 4.36654
C42 0.22841 1.86596 0.22559
H80 -1.70821 0.12164 0.48053

Results
F_max = 2.50 eV/Å
Electronic energy = -4117.8977 Ha
Energy relative to the best compared isomer or geometry (same formula, charge and spin) = 71.4 kJ/mol
SMILES = CCCCNC1=C(CCCP(=O)(OCC)OCC)C(=O)C(CN)=C([PH2]=S)C1=O.CCOC(C)=O.CCOC(C)=O.CCOC(C)=O.CCOC(C)=O.CCOC(C)=O.CCOC(C)=O

Mulliken atomic charge list, values in e, 99 entries:
1 H 0.615
2 C 0.763
3 H 0.396
4 C -1.138
5 H 0.295
6 O -0.399
7 H 0.206
8 H 0.205
9 C -0.611
10 H 0.264
11 P 0.168
12 N -0.662
13 H 0.257
14 C -0.991
15 H 0.245
16 H 0.248
17 H 0.335
18 H 0.336
19 H 0.198
20 C -0.426
21 H 0.136
22 C -0.375
23 H 0.220
24 H 0.330
25 C -0.995
26 C -0.509
27 S -0.431
28 C 0.459
29 H 0.385
30 H 0.196
31 C -0.093
32 O -0.643
33 O -0.552
34 H 0.078
35 H 0.516
36 H -0.053
37 H 0.293
38 C -0.967
39 H 0.268
40 H 0.255
41 C 0.480
42 H 0.298
43 C -1.201
44 C 0.297
45 H 0.309
46 H 0.412
47 H 0.327
48 O -0.614
49 H 0.301
50 H 0.287
51 C -1.017
52 C 0.519
53 H 0.501
54 H 0.334
55 H 0.374
56 H 0.278
57 H 0.327
58 C -0.747
59 C -0.771
60 C -0.803
61 H 0.331
62 O -0.629
63 H 0.330
64 H 0.337
65 C -0.240
66 C -1.282
67 H 0.295
68 H 0.044
69 H 0.299
70 H 0.354
71 C -0.385
72 H 0.470
73 H 0.629
74 C -0.140
75 O -0.390
76 C -0.324
77 H 0.159
78 H 0.304
79 H 0.106
80 H 0.304
81 C 0.926
82 C 0.891
83 C -0.958
84 H 0.298
85 O -0.507
86 C 0.922
87 H 0.234
88 C -0.923
89 O -0.592
90 H 0.264
91 H 0.123
92 H 0.246
93 O -0.451
94 H 0.093
95 H -0.063
96 H 0.016
97 H 0.324
98 C 0.765
99 C 0.246